Here is a structure of composition C25H22GeMo from the OMol25 dataset. Energies are from ωB97M-V with the def2-TZVPD basis set.

Element x y z (Å)
Mo  0.773  -1.971  -0.284
Ge  -0.500  0.368  0.729
C  0.793  0.157  -0.932
C  0.300  -4.270  -0.090
C  -5.082  1.617  0.301
C  0.284  3.089  1.505
C  0.522  0.542  -2.256
C  1.891  2.350  3.647
C  0.488  1.748  1.804
C  1.671  -4.153  -0.390
C  -0.240  -3.046  -2.152
C  0.900  4.061  2.278
C  1.529  0.635  -3.196
C  2.154  -0.098  -0.575
C  -2.458  0.747  0.475
C  1.292  1.371  2.869
C  0.121  -1.430  1.430
C  1.117  -3.005  -2.483
C  1.690  3.690  3.354
C  2.845  0.309  -2.861
C  -4.521  1.360  1.542
C  -0.654  -3.671  -0.942
C  2.075  -3.504  -1.582
C  -4.353  1.383  -0.853
C  -3.045  0.936  -0.768
C  -3.204  0.942  1.633
C  3.160  -0.026  -1.559
H  1.443  0.323  3.099
H  -5.098  1.497  2.443
H  -6.091  1.995  0.231
H  -1.713  -3.839  -0.757
H  -0.988  -2.724  -2.872
H  1.297  0.963  -4.199
H  -2.754  0.773  2.602
H  0.740  5.102  2.042
H  -0.348  3.373  0.673
H  -4.801  1.550  -1.822
H  4.192  -0.180  -1.272
H  1.430  -2.651  -3.459
H  3.622  0.362  -3.609
H  3.121  -3.546  -1.877
H  2.486  0.003  0.468
H  -2.487  0.756  -1.674
H  2.155  4.451  3.964
H  -0.020  -4.877  0.754
H  2.492  2.055  4.494
H  2.406  -4.688  0.207
H  -0.489  0.807  -2.537
H  -0.143  -1.633  2.460

Cartesian forces (eV/Å) of the 2 atoms listed first:
-0.4 2.1 2.6
-0.1 0.9 -0.3

Summary:
F_max = 0.0652 Eh/bohr
Gap between HOMO and LUMO (alpha / beta) = 6.3 / 5.8 eV
Net charge = +2
Energy above the lowest of the compared OMol25 structures with the same formula, charge and spin = 0.000 eV
Energy = -3110.268987 hartree
Molar mass = 491.0 g mol⁻¹
Spin multiplicity = 3